Entry from the OMol25 dataset: a cluster of 2 separate species, C2H3IO2S in total in a non-equilibrium geometry (ωB97M-V/def2-TZVPD).

Cartesian coordinates (Å):
1 C 0.785 -1.220 -0.467
2 C 1.918 -1.151 0.004
3 O -1.301 0.077 -0.270
4 O -1.028 1.625 1.903
5 S -0.756 -1.039 -1.028
6 I 0.046 -0.181 -3.345
7 H -1.989 1.735 1.593
8 H -0.495 1.424 1.083
9 H 2.819 -1.269 0.526

gap between HOMO and LUMO = 8.04 eV
LUMO level = -2.0 eV
energy above the lowest of the compared OMol25 structures with the same formula, charge and spin = 164.29 kJ/mol
net charge = 0
spin multiplicity = 1